Below is 9 unconnected molecules or ions with the total composition C15H48O9 in a non-equilibrium geometry, with properties calculated with ωB97M-V with the def2-TZVPD basis set.

Each line ends with the Löwdin charge.
Atoms and positions in Å:
C -1.124 5.500 2.459  -0.08
C -0.834 5.508 3.945  -0.45
C 0.640 5.119 4.412  -0.04
O -1.235 6.775 4.509  -0.07
H -2.082 5.975 2.246  0.08
H -1.148 4.517 1.989  0.08
H -0.424 6.168 1.957  0.08
H -1.588 4.818 4.323  0.12
H 1.190 4.439 3.760  0.06
H 0.560 4.539 5.331  0.06
H 1.323 5.967 4.468  0.07
H -1.184 7.504 3.887  0.08
C 2.559 -0.582 4.341  -0.06
C 1.240 -1.232 4.643  -0.53
C 0.171 -0.249 5.156  -0.05
O 0.759 -1.735 3.433  -0.06
H 2.421 0.198 3.593  0.08
H 3.351 -1.300 4.132  0.08
H 2.777 -0.077 5.282  0.08
H 1.431 -2.094 5.282  0.14
H 0.285 0.117 6.177  0.08
H -0.720 -0.876 5.122  0.07
H -0.113 0.537 4.456  0.08
H 0.250 -2.500 3.710  0.09
C -4.870 -2.163 0.884  -0.04
C -5.967 -3.298 1.175  -0.49
C -5.886 -4.537 0.324  -0.06
O -5.771 -3.578 2.531  -0.07
H -3.928 -2.676 0.691  0.06
H -4.619 -1.383 1.604  0.07
H -5.257 -1.703 -0.025  0.07
H -6.966 -2.866 1.109  0.12
H -6.223 -5.482 0.751  0.08
H -4.848 -4.732 0.055  0.07
H -6.456 -4.336 -0.583  0.08
H -6.507 -3.128 2.954  0.09
C 5.154 4.405 -0.838  -0.07
C 6.354 4.220 0.003  -0.52
C 7.015 2.874 -0.076  -0.06
O 7.327 5.152 -0.464  -0.07
H 4.438 3.607 -0.641  0.08
H 5.342 4.387 -1.911  0.09
H 4.672 5.374 -0.704  0.09
H 6.180 4.507 1.040  0.14
H 7.849 2.732 0.611  0.08
H 7.469 2.782 -1.063  0.08
H 6.225 2.165 0.172  0.08
H 7.542 4.971 -1.382  0.08
C -2.128 -5.397 -6.849  -0.06
C -2.735 -4.113 -6.367  -0.55
C -2.448 -3.903 -4.939  -0.08
O -2.148 -3.063 -7.075  -0.03
H -1.116 -5.573 -6.483  0.08
H -2.151 -5.614 -7.917  0.08
H -2.687 -6.192 -6.355  0.08
H -3.817 -4.145 -6.493  0.14
H -2.586 -4.755 -4.272  0.09
H -3.125 -3.116 -4.609  0.09
H -1.446 -3.548 -4.697  0.09
H -2.176 -2.306 -6.485  0.08
O 1.540 -3.682 -0.690  -0.05
H 2.300 -4.232 -0.876  0.03
H 1.532 -3.599 0.264  0.03
O -1.163 1.049 -5.092  -0.05
H -0.615 0.822 -4.341  0.02
H -0.591 1.567 -5.659  0.03
O 3.018 -1.408 -4.683  -0.05
H 2.872 -2.287 -5.033  0.03
H 2.668 -1.443 -3.793  0.02
O -0.039 0.381 -1.125  -0.05
H 0.269 0.788 -0.316  0.03
H 0.000 -0.560 -0.950  0.02

SMILES: CC(C)O.CC(C)O.CC(C)O.CC(C)O.CC(C)O.O.O.O.O
Electronic energy in hartree: -1277.34583
Orbital gap in eV: 9.859
Energy above the lowest of the compared OMol25 structures with the same formula, charge and spin in eV: 3.630
M in g/mol: 372.54
Maximum force in eV Å⁻¹: 2.5

***

Below is a molecular structure, C4H4EuO2 in a non-equilibrium geometry, with properties calculated with ωB97M-V with the def2-TZVPD basis set.

Each line ends with the Löwdin charge.
Atoms and positions in Å:
C -1.599 -0.268 -0.186  0.02
O -1.694 0.819 -0.893  0.07
H -2.620 1.058 -1.030  0.13
C 0.299 -1.653 -0.698  0.17
C -0.159 -0.601 0.019  -0.29
C 0.772 0.215 0.789  -0.17
O 0.785 1.448 0.759  -0.20
Eu 1.912 3.488 1.681  1.91
H -0.405 -2.323 -1.193  0.11
H 1.367 -1.849 -0.811  0.10
H 1.342 -0.335 1.563  0.15

Total charge: +2
Electronic energy in hartree: -1014.84932
Orbital gap (spin up / spin down) in eV: 4.857 / 5.100
Energy above the lowest of the compared OMol25 structures with the same formula, charge and spin in eV: 0.607
Multiplicity: 8
M in g/mol: 236.04
Maximum force in eV Å⁻¹: 2.4

***

Below is 2 unconnected molecules or ions with the total composition C7H16N2O3 in a non-equilibrium geometry, with properties calculated with ωB97M-V with the def2-TZVPD basis set.

Each line ends with the Löwdin charge.
Atoms and positions in Å:
C 1.906 -1.889 0.042  -0.01
C 2.689 -0.597 0.138  -0.39
O 3.885 -0.618 0.079  0.10
C 1.903 0.739 0.043  -0.46
C 2.886 1.838 0.579  0.01
C 1.326 0.879 -1.323  -0.02
N 0.705 0.734 1.011  0.06
O 0.716 -0.162 1.824  0.00
H 1.173 -1.888 0.785  0.02
H 2.608 -2.735 0.242  0.10
H 1.279 -2.060 -0.897  0.12
H 2.582 2.812 0.117  0.10
H 2.686 1.870 1.597  0.05
H 3.890 1.634 0.275  0.07
H 0.520 1.598 -1.234  0.09
H 0.697 0.041 -1.504  0.06
H 1.987 1.149 -2.115  0.10
N -4.113 0.587 -0.334  -0.02
C -3.061 0.099 0.591  -0.25
C -2.436 -1.267 0.204  -0.27
O -1.927 -1.060 -1.081  -0.12
H -4.073 1.616 -0.192  0.09
H -5.019 0.098 -0.194  0.09
H -2.196 0.671 0.313  0.09
H -3.318 0.147 1.639  0.10
H -1.496 -1.380 0.724  0.09
H -3.022 -2.152 0.081  0.11
H -2.780 -0.700 -1.411  0.07

SMILES: CC(=O)C(C)(C)N=O.NCCO
Electronic energy in hartree: -611.39866
Orbital gap in eV: 8.873
Energy above the lowest of the compared OMol25 structures with the same formula, charge and spin in eV: 3.676
M in g/mol: 176.22
Maximum force in eV Å⁻¹: 3.8

***

Below is a molecular structure, C39H56BrClI2N2O13P4S in a non-equilibrium geometry, with properties calculated with ωB97M-V with the def2-TZVPD basis set.

Each line ends with the Löwdin charge.
Atoms and positions in Å:
C 0.399 1.235 -1.080  0.04
C -0.163 1.614 0.060  -0.14
C -0.269 3.027 0.550  -0.09
C 0.703 3.669 1.325  -0.15
C 1.950 2.871 1.692  -0.07
C 3.260 3.475 1.164  -0.51
O 4.207 3.514 1.906  0.11
O 3.315 3.915 -0.154  0.07
C 0.533 4.986 1.779  -0.27
P 1.771 5.837 2.843  0.45
S 2.114 4.831 4.491  0.17
C -0.639 5.696 1.457  -0.25
C -0.923 7.102 1.888  -0.77
I -2.438 7.276 3.386  0.91
C -0.295 8.156 1.359  -0.82
C 0.748 7.991 0.274  -0.13
I -0.769 10.111 2.058  0.82
C -1.609 5.048 0.696  -0.05
C -1.431 3.747 0.247  -0.01
C -2.585 3.141 -0.560  -0.29
O -2.413 2.525 -1.581  0.10
C -3.959 3.452 0.040  -0.10
C -4.125 4.762 0.486  -0.02
C -5.338 5.159 1.084  -0.14
N -5.451 6.474 1.539  0.11
C -6.237 7.278 0.909  -0.32
C -7.613 7.631 1.458  -0.04
C -5.868 7.926 -0.425  -0.02
C -6.357 4.188 1.219  -0.19
N -7.571 4.567 1.871  0.10
C -6.185 2.873 0.771  -0.23
C -7.243 1.790 0.940  -0.58
Br -7.339 1.466 2.911  0.75
C -8.636 2.131 0.296  -0.25
C -9.832 2.221 1.276  -0.16
C -4.961 2.492 0.167  -0.27
P -4.547 0.782 -0.435  0.65
O -4.738 -0.187 0.915  -0.36
Cl -6.047 0.216 -1.782  0.24
C -2.941 5.702 0.331  -0.28
O -3.028 6.840 -0.064  0.11
H 0.147 0.247 -1.471  0.07
H 1.080 1.880 -1.640  0.08
H -0.546 0.824 0.718  0.12
H 1.989 2.832 2.789  0.07
H 1.883 1.822 1.368  0.12
H 2.894 4.788 -0.145  0.10
H 2.998 6.046 2.170  0.00
H 1.198 7.065 3.238  0.00
H 0.714 6.989 -0.170  0.08
H 0.508 8.698 -0.537  0.08
H 1.767 8.236 0.605  0.08
H -7.786 8.705 1.610  0.08
H -8.352 7.156 0.796  0.09
H -7.713 7.121 2.422  0.07
H -6.666 8.620 -0.719  0.07
H -4.951 8.510 -0.280  0.08
H -5.734 7.178 -1.219  0.09
H -7.598 4.104 2.774  0.05
H -8.391 4.357 1.324  0.06
H -6.930 0.832 0.531  0.00
H -8.544 3.095 -0.224  0.10
H -8.844 1.354 -0.452  0.10
H -10.019 1.244 1.732  0.06
H -10.704 2.561 0.696  0.08
H -9.675 2.951 2.077  0.04
H -4.124 0.184 1.567  0.05
O 5.254 -0.775 -3.004  -0.23
P 5.203 -2.222 -2.642  0.59
O 3.574 -2.523 -2.633  -0.21
C 2.720 -1.995 -3.643  -0.29
C 2.764 -2.788 -4.934  -0.07
O 5.507 -2.142 -1.040  -0.21
C 5.961 -0.931 -0.434  -0.28
C 4.795 -0.070 0.009  -0.07
O 5.602 -3.810 -2.534  -0.19
C 5.230 -4.783 -3.498  -0.29
C 5.957 -4.615 -4.818  -0.07
H 2.949 -0.944 -3.835  0.11
H 1.706 -2.028 -3.239  0.12
H 3.776 -2.813 -5.345  0.06
H 2.107 -2.345 -5.683  0.08
H 2.443 -3.819 -4.776  0.08
H 6.625 -0.388 -1.106  0.11
H 6.556 -1.211 0.437  0.12
H 4.033 0.028 -0.765  0.07
H 5.136 0.927 0.295  0.08
H 4.299 -0.523 0.872  0.08
H 4.147 -4.805 -3.619  0.09
H 5.499 -5.754 -3.075  0.12
H 5.891 -3.586 -5.183  0.07
H 5.546 -5.288 -5.572  0.09
H 7.017 -4.842 -4.697  0.08
O 4.394 -10.245 -0.198  -0.24
P 3.317 -9.332 0.290  0.59
O 3.975 -8.720 1.677  -0.20
C 5.343 -8.323 1.732  -0.29
C 5.592 -6.959 1.122  -0.08
O 2.261 -10.418 0.901  -0.21
C 2.412 -11.815 0.655  -0.29
C 3.285 -12.468 1.709  -0.08
O 2.066 -8.271 0.285  -0.18
C 2.234 -6.861 0.227  -0.27
C 2.752 -6.386 -1.115  -0.08
H 5.983 -9.072 1.262  0.11
H 5.613 -8.296 2.789  0.12
H 5.291 -6.937 0.072  0.06
H 6.650 -6.698 1.174  0.08
H 5.032 -6.182 1.644  0.08
H 2.799 -11.989 -0.348  0.10
H 1.414 -12.255 0.689  0.11
H 4.199 -11.904 1.893  0.07
H 3.552 -13.484 1.414  0.08
H 2.754 -12.516 2.662  0.08
H 2.852 -6.516 1.055  0.10
H 1.246 -6.428 0.396  0.13
H 3.637 -6.949 -1.425  0.06
H 3.001 -5.324 -1.076  0.08
H 1.995 -6.533 -1.888  0.08

Electronic energy in hartree: -8000.50378
Orbital gap in eV: 7.324
M in g/mol: 1286.01
Maximum force in eV Å⁻¹: 7.2

***

Below is a molecular structure, CH2F2INOS in a non-equilibrium geometry, with properties calculated with ωB97M-V with the def2-TZVPD basis set.

Each line ends with the Löwdin charge.
Atoms and positions in Å:
C 0.823 -0.680 0.136  -1.07
N -0.817 1.222 0.669  -0.25
O -0.647 0.279 -1.799  -0.34
F 1.181 -1.610 -0.750  0.00
F 0.674 -1.299 1.312  0.02
S -0.704 0.158 -0.395  0.62
I 2.380 0.815 0.176  0.92
H -1.456 2.009 0.727  0.04
H -1.433 -0.893 -0.075  0.06

Electronic energy in hartree: -1064.80870
Orbital gap in eV: 9.894
Energy above the lowest of the compared OMol25 structures with the same formula, charge and spin in eV: 0.784
M in g/mol: 241.00
Maximum force in eV Å⁻¹: 3.0

***

Below is a molecular structure, C38H39BF4FeN6O5 in a non-equilibrium geometry, with properties calculated with ωB97M-V with the def2-TZVPD basis set.

Each line ends with the Löwdin charge.
Atoms and positions in Å:
Fe -1.776 0.377 0.111  0.81
C 6.592 1.021 -0.548  -0.10
O 5.239 0.692 -0.357  -0.10
C 4.955 -0.599 0.034  -0.22
C 5.818 -1.664 -0.136  -0.05
C 5.441 -2.935 0.296  -0.12
C 4.203 -3.117 0.881  -0.10
C 3.328 -2.048 1.037  -0.01
C 3.687 -0.777 0.615  -0.17
N 2.906 0.361 0.812  0.14
C 1.459 0.379 0.827  -0.29
N 1.052 0.102 2.081  0.16
C -0.159 0.366 2.767  -0.18
C -1.362 0.624 2.134  -0.13
C -2.419 0.985 2.988  -0.13
C -2.309 1.012 4.372  -0.10
C -1.098 0.685 4.972  -0.06
C -0.026 0.379 4.160  -0.25
O 1.220 0.058 4.714  -0.14
C 1.848 1.156 5.345  -0.10
N 0.688 0.652 -0.188  0.16
C 1.184 1.226 -1.374  -0.18
C 0.772 0.712 -2.603  -0.03
C 1.194 1.250 -3.809  -0.10
C 2.024 2.357 -3.820  -0.11
C 2.383 2.949 -2.616  -0.04
C 1.949 2.414 -1.412  -0.22
O 2.206 3.016 -0.210  -0.10
C 2.691 4.336 -0.222  -0.09
H 6.654 2.108 -0.543  0.09
H 6.967 0.650 -1.508  0.09
H 7.216 0.616 0.254  0.09
H 6.778 -1.516 -0.613  0.10
H 6.111 -3.772 0.147  0.09
H 3.889 -4.099 1.204  0.10
H 2.347 -2.208 1.464  0.12
H 3.273 1.178 0.367  0.10
H 1.817 -0.090 2.708  0.13
H -3.380 1.230 2.547  0.09
H -3.166 1.269 4.986  0.09
H -0.981 0.669 6.050  0.10
H 2.774 0.787 5.789  0.08
H 1.219 1.583 6.131  0.08
H 2.080 1.945 4.621  0.09
H 0.086 -0.125 -2.596  0.09
H 0.857 0.805 -4.736  0.10
H 2.376 2.781 -4.752  0.09
H 2.999 3.839 -2.624  0.09
H 2.672 4.673 0.811  0.09
H 2.049 4.985 -0.825  0.09
H 3.718 4.390 -0.602  0.08
C -2.828 2.158 -3.750  -0.01
C -2.339 1.844 -2.368  -0.29
N -2.417 0.653 -1.858  -0.07
O -3.225 -0.250 -2.580  -0.07
C -1.709 2.871 -1.592  -0.31
C -1.300 4.192 -2.166  -0.05
N -1.512 2.568 -0.314  -0.14
O -0.959 3.417 0.442  -0.15
H -3.583 1.440 -4.056  0.07
H -1.983 2.096 -4.442  0.08
H -3.230 3.169 -3.796  0.08
H -4.007 -0.373 -2.010  0.07
H -0.797 4.074 -3.130  0.07
H -0.613 4.657 -1.459  0.05
H -2.148 4.872 -2.305  0.07
F -6.353 0.502 0.939  0.12
B -5.471 0.791 -0.097  -1.24
F -4.136 0.452 0.292  0.06
F -5.763 0.005 -1.244  0.08
F -5.526 2.146 -0.435  0.11
C 0.699 -4.934 -1.627  -0.17
C 0.880 -3.582 -1.905  -0.13
C 0.093 -2.612 -1.318  -0.05
C -0.978 -2.929 -0.449  -0.31
C -1.089 -4.311 -0.117  -0.06
C -0.282 -5.270 -0.697  -0.14
N -1.809 -1.974 0.034  0.03
C -3.080 -2.426 0.401  -0.32
C -3.858 -3.226 -0.455  -0.06
C -5.134 -3.631 -0.103  -0.11
C -5.690 -3.251 1.114  -0.13
C -4.940 -2.449 1.963  -0.10
C -3.659 -2.047 1.617  -0.04
H 1.311 -5.693 -2.101  0.07
H 1.667 -3.273 -2.586  0.09
H 0.269 -1.574 -1.532  0.05
H -1.836 -4.614 0.605  0.10
H -0.420 -6.310 -0.413  0.08
H -3.446 -3.508 -1.416  0.11
H -5.711 -4.234 -0.796  0.09
H -6.693 -3.558 1.384  0.08
H -5.359 -2.118 2.907  0.10
H -3.083 -1.421 2.284  0.09

Total charge: -2
Electronic energy in hartree: -3864.38994
Orbital gap (spin up / spin down) in eV: 4.725 / 4.740
Energy above the lowest of the compared OMol25 structures with the same formula, charge and spin in eV: 0.000
Multiplicity: 5
M in g/mol: 802.42
Maximum force in eV Å⁻¹: 1.2

***

Below is a molecular structure, CH2F3N3 in a non-equilibrium geometry, with properties calculated with ωB97M-V with the def2-TZVPD basis set.

Each line ends with the Löwdin charge.
Atoms and positions in Å:
C 0.096 -0.283 -0.065  -0.34
N 1.039 -0.972 -0.267  0.23
N 0.347 1.520 0.345  0.06
N -1.213 -0.294 -0.240  -0.03
F 1.233 1.686 -0.731  -0.18
F -1.919 0.181 0.927  0.00
F -1.828 -1.505 -0.451  0.04
H 1.126 -1.859 -0.664  0.07
H 1.118 1.526 1.146  0.13

Electronic energy in hartree: -502.86224
Orbital gap in eV: 10.238
Energy above the lowest of the compared OMol25 structures with the same formula, charge and spin in eV: 9.063
M in g/mol: 113.04
Maximum force in eV Å⁻¹: 5.3

***

Below is a molecular structure, C32H29ClFMoN3O2P in a non-equilibrium geometry, with properties calculated with ωB97M-V with the def2-TZVPD basis set.

Each line ends with the Löwdin charge.
Atoms and positions in Å:
Mo 0.955 -0.104 0.997  1.26
N 3.180 0.858 -1.448  0.15
C 3.257 -0.360 -0.943  -0.37
C 3.830 -1.396 -1.745  0.00
C 3.917 -2.702 -1.215  -0.01
C 3.413 -3.030 0.081  -0.04
C 2.969 -2.000 0.883  -0.13
N 2.725 -0.753 0.303  -0.13
H 3.532 1.034 -2.444  0.17
H 2.633 1.599 -0.972  0.11
H 4.212 -1.179 -2.703  0.10
H 4.364 -3.466 -1.817  0.11
H 3.342 -4.081 0.431  0.13
H 2.881 -2.106 1.936  0.10
Cl -0.123 -1.893 2.184  0.50
C -0.168 -2.267 4.276  -0.08
C 0.952 -3.188 4.559  -0.80
O 0.709 -4.379 4.201  -0.04
O 1.968 -2.611 5.020  -0.03
H -1.163 -2.675 4.185  0.07
H -0.196 -1.271 4.598  0.04
N 0.106 0.001 -0.530  -0.39
P -1.309 0.060 -1.507  0.93
C -2.463 -1.017 -0.732  -0.31
C -1.996 -2.311 -0.313  -0.13
C -2.771 -3.048 0.564  -0.11
C -4.133 -2.856 0.580  -0.05
C -4.677 -1.809 -0.185  -0.05
C -3.857 -0.793 -0.724  -0.06
C -1.824 1.747 -1.411  -0.29
C -1.562 2.658 -2.487  -0.06
C -1.793 4.024 -2.346  -0.07
C -2.460 4.468 -1.232  -0.06
C -2.907 3.571 -0.270  -0.06
C -2.503 2.237 -0.257  -0.09
C -1.084 -0.526 -3.188  -0.27
C 0.037 -1.349 -3.446  -0.09
C 0.265 -1.834 -4.706  -0.08
C -0.659 -1.706 -5.709  -0.05
C -1.660 -0.761 -5.523  -0.08
C -1.969 -0.241 -4.295  -0.06
H -0.977 -2.588 -0.581  0.09
H -2.228 -3.912 0.966  0.12
H -4.808 -3.433 1.211  0.12
H -5.735 -1.807 -0.292  0.10
H -4.350 0.056 -1.204  0.12
H -1.112 2.357 -3.412  0.10
H -1.354 4.692 -3.096  0.12
H -2.552 5.526 -1.128  0.11
H -3.392 3.918 0.656  0.12
H -2.756 1.599 0.583  0.11
H 0.770 -1.504 -2.658  0.09
H 1.136 -2.457 -4.882  0.12
H -0.578 -2.108 -6.684  0.11
H -2.317 -0.631 -6.369  0.12
H -2.761 0.527 -4.212  0.12
F 4.027 2.925 5.638  0.06
C 2.923 2.742 4.866  -0.27
C 2.582 3.834 4.104  -0.01
C 1.875 3.556 2.958  -0.05
C 1.351 2.273 2.696  -0.33
C 0.588 1.938 1.485  -0.28
C 1.445 1.339 3.769  -0.08
C 2.272 1.516 4.869  0.03
H 2.934 4.866 4.292  0.14
H 1.543 4.359 2.245  0.13
H 0.904 2.555 0.634  0.05
H -0.526 2.006 1.510  0.06
H 0.709 0.543 3.728  0.06
H 2.416 0.770 5.657  0.14

Total charge: +1
Electronic energy in hartree: -2520.77229
Orbital gap (spin up / spin down) in eV: 6.971 / 6.773
Energy above the lowest of the compared OMol25 structures with the same formula, charge and spin in eV: 1.983
Multiplicity: 3
M in g/mol: 668.97
Maximum force in eV Å⁻¹: 3.9

***

> Among the records above, which one has the lowest maximum force?

C38H39BF4FeN6O5

***

> What is the M in the sixth record?

802.42 g/mol